This record from OMol25 describes a 13-piece molecular cluster, C68H175N13O21 overall in a non-equilibrium geometry. The level of theory is ωB97M-V/def2-TZVPD.

Calculated values
* DFT total energy: -135698.9394 eV
* orbital gap: 0.32098 hartree
* E_HOMO: -8.2 eV
* charge: 0
* largest force on an atom: 4.46 eV/A
* LUMO: 0.53 eV

Each line ends with the Mulliken charge.
Positions of all 277 atoms, in Å:
C (-25.16, 8.44, 15.77)  -0.7193
O (-26.06, 9.26, 16.44)  -0.1603
C (-25.78, 9.30, 17.82)  -0.6459
C (-26.78, 8.44, 18.56)  -0.5536
N (-26.27, 8.02, 19.88)  -0.3028
C (-27.02, 7.03, 20.62)  -0.7031
C (-27.10, 7.45, 22.10)  -0.6703
O (-27.74, 8.70, 22.32)  -0.3014
C (-28.24, 8.99, 23.66)  -0.7392
H (-24.15, 8.76, 16.02)  0.3532
H (-25.20, 8.70, 14.71)  0.1256
H (-25.32, 7.36, 15.75)  0.3060
H (-26.04, 10.28, 18.22)  0.2849
H (-24.79, 8.97, 18.14)  0.4348
H (-26.96, 7.57, 17.93)  0.3408
H (-27.76, 8.93, 18.54)  0.2714
H (-26.11, 8.80, 20.52)  0.2709
H (-26.62, 6.04, 20.42)  0.3568
H (-27.95, 6.88, 20.08)  0.3519
H (-26.11, 7.34, 22.54)  0.3543
H (-27.58, 6.68, 22.71)  0.5040
H (-27.38, 8.98, 24.33)  0.3007
H (-28.98, 8.27, 24.01)  0.3004
H (-28.84, 9.90, 23.60)  0.2493
C (-20.55, 7.89, 6.59)  -1.1804
O (-20.80, 8.97, 7.42)  1.0718
C (-19.66, 9.50, 8.03)  -0.4857
C (-20.29, 10.51, 9.02)  -0.4388
N (-20.25, 10.00, 10.45)  -0.0030
C (-21.25, 8.95, 10.57)  0.6116
C (-21.93, 8.96, 11.93)  -1.3126
O (-22.55, 10.24, 12.36)  -0.2695
C (-23.40, 10.84, 11.42)  0.8879
H (-20.12, 7.09, 7.19)  0.4815
H (-19.89, 8.24, 5.79)  0.1602
H (-21.37, 7.35, 6.12)  -0.0535
H (-18.94, 9.90, 7.32)  -0.0115
H (-19.09, 8.77, 8.62)  0.2407
H (-21.16, 11.08, 8.69)  -0.0855
H (-19.50, 11.25, 9.03)  0.3124
H (-20.21, 10.67, 11.21)  0.3728
H (-20.83, 7.96, 10.39)  0.3226
H (-21.96, 8.86, 9.75)  -0.7627
H (-21.11, 8.86, 12.65)  0.3251
H (-22.64, 8.14, 12.05)  0.4419
H (-23.18, 10.41, 10.44)  -0.7018
H (-23.12, 11.89, 11.37)  0.2486
H (-24.45, 10.61, 11.57)  -0.3091
C (-20.36, 16.77, 7.16)  -0.8784
O (-20.44, 15.35, 7.43)  -0.0832
C (-21.05, 14.94, 8.56)  -0.2389
C (-20.16, 15.09, 9.89)  -0.2026
N (-20.81, 14.70, 11.15)  -0.2461
C (-19.91, 14.96, 12.32)  -0.4374
C (-18.53, 14.32, 12.11)  -0.8187
O (-18.63, 12.92, 11.71)  -0.0290
C (-17.28, 12.34, 11.79)  -0.6618
H (-20.10, 16.88, 6.10)  0.2457
H (-19.59, 17.15, 7.83)  0.3400
H (-21.30, 17.32, 7.21)  0.3174
H (-21.37, 13.90, 8.47)  -0.3529
H (-21.95, 15.55, 8.69)  0.4155
H (-19.77, 16.10, 10.04)  0.3514
H (-19.29, 14.50, 9.62)  0.1401
H (-20.75, 13.69, 11.19)  0.0476
H (-20.54, 14.61, 13.13)  0.0536
H (-19.86, 16.02, 12.55)  0.4279
H (-18.01, 14.41, 13.07)  0.5502
H (-17.94, 14.78, 11.32)  0.4203
H (-16.71, 12.78, 10.97)  0.3352
H (-17.23, 11.25, 11.75)  -0.0239
H (-16.88, 12.61, 12.77)  0.3740
C (-12.60, 5.85, 18.23)  -0.8239
O (-13.94, 5.57, 17.91)  -0.2853
C (-14.96, 6.23, 18.67)  -0.6897
C (-16.35, 5.92, 18.14)  -0.4527
N (-16.49, 6.29, 16.78)  -0.2637
C (-17.78, 6.20, 16.16)  -0.6350
C (-18.30, 4.73, 16.07)  -0.5099
O (-17.61, 4.04, 15.02)  -0.2556
C (-18.06, 2.69, 14.80)  -0.7536
H (-12.29, 5.50, 19.21)  0.2941
H (-12.25, 6.85, 17.98)  0.3270
H (-11.99, 5.34, 17.49)  0.2690
H (-14.76, 7.30, 18.70)  0.3744
H (-14.86, 5.91, 19.71)  0.4061
H (-17.01, 6.48, 18.81)  0.3154
H (-16.49, 4.85, 18.25)  0.2415
H (-15.81, 5.74, 16.28)  0.2773
H (-17.83, 6.66, 15.17)  0.1615
H (-18.51, 6.73, 16.77)  0.4117
H (-19.39, 4.76, 15.96)  0.4027
H (-18.17, 4.10, 16.95)  0.3566
H (-18.22, 2.25, 15.78)  0.3091
H (-17.29, 2.20, 14.20)  0.2275
H (-19.03, 2.52, 14.33)  0.2999
C (-27.29, 15.13, 10.31)  -0.8283
O (-27.54, 13.81, 10.81)  -0.3103
C (-27.33, 13.67, 12.16)  -0.2844
C (-27.22, 12.21, 12.53)  0.5934
N (-28.47, 11.50, 12.25)  -0.5517
C (-28.15, 10.12, 12.22)  0.3964
C (-29.23, 9.28, 11.50)  -1.0609
O (-29.37, 9.44, 10.09)  -0.3956
C (-28.27, 8.78, 9.41)  -0.5167
H (-27.62, 15.79, 11.12)  0.4462
H (-27.94, 15.09, 9.43)  0.2713
H (-26.26, 15.29, 10.00)  0.1913
H (-28.23, 14.15, 12.54)  0.3254
H (-26.48, 14.28, 12.46)  0.2746
H (-26.87, 12.15, 13.56)  0.1161
H (-26.36, 11.70, 12.10)  -0.5726
H (-28.69, 11.78, 11.31)  0.4187
H (-28.05, 9.84, 13.27)  0.3926
H (-27.35, 9.87, 11.53)  -0.4013
H (-30.21, 9.47, 11.94)  0.4450
H (-29.11, 8.27, 11.88)  0.4466
H (-28.44, 8.80, 8.34)  0.3796
H (-28.26, 7.72, 9.63)  0.3569
H (-27.27, 9.20, 9.50)  -0.0180
C (-17.25, 14.16, 6.66)  -0.6029
O (-17.32, 13.95, 5.34)  -0.4326
C (-16.83, 12.62, 4.98)  -0.3106
C (-16.98, 12.38, 3.50)  -1.0251
N (-18.37, 12.45, 2.99)  -0.0916
C (-18.36, 12.31, 1.48)  -0.6092
C (-17.98, 13.49, 0.64)  -0.5833
O (-18.98, 14.58, 0.75)  -0.3155
C (-18.71, 15.50, -0.29)  -0.7990
H (-18.05, 13.71, 7.24)  0.0927
H (-17.22, 15.21, 6.94)  0.2734
H (-16.32, 13.74, 7.04)  0.3999
H (-17.43, 11.86, 5.48)  -0.0372
H (-15.76, 12.46, 5.10)  0.5585
H (-16.55, 11.38, 3.36)  0.4860
H (-16.42, 13.17, 3.02)  0.3359
H (-18.79, 13.35, 3.19)  0.2509
H (-19.40, 12.03, 1.34)  0.3526
H (-17.84, 11.44, 1.08)  0.2421
H (-17.90, 12.94, -0.29)  0.4144
H (-16.92, 13.66, 0.85)  0.3632
H (-19.28, 15.11, -1.14)  0.2925
H (-17.66, 15.60, -0.56)  0.3105
H (-18.89, 16.56, -0.12)  0.2876
C (-23.70, 6.16, 7.90)  -0.3832
O (-24.21, 7.29, 7.29)  -0.1864
C (-25.07, 8.09, 8.06)  -1.2170
C (-25.09, 9.52, 7.40)  -0.5380
N (-23.94, 10.32, 7.68)  0.8163
C (-23.89, 11.63, 7.03)  0.3108
C (-25.05, 12.64, 7.05)  -1.1693
O (-26.21, 12.15, 6.29)  -0.2380
C (-26.51, 12.77, 5.08)  -0.8649
H (-24.52, 5.56, 8.31)  0.4488
H (-23.12, 6.51, 8.74)  0.1579
H (-23.20, 5.69, 7.05)  -0.1363
H (-24.82, 8.18, 9.11)  0.3718
H (-26.04, 7.59, 8.08)  0.5892
H (-25.88, 10.13, 7.85)  0.7271
H (-25.39, 9.42, 6.36)  0.1495
H (-23.08, 9.82, 7.52)  -0.7693
H (-23.74, 11.45, 5.97)  -0.1209
H (-22.99, 12.18, 7.30)  0.2632
H (-24.87, 13.65, 6.67)  0.5479
H (-25.27, 12.63, 8.12)  0.2718
H (-25.63, 13.08, 4.52)  0.3824
H (-27.23, 13.59, 5.10)  0.2152
H (-27.03, 11.92, 4.63)  0.2777
C (-17.97, 6.18, 1.94)  -0.2086
O (-16.60, 6.37, 1.79)  -0.3766
C (-16.14, 7.32, 0.82)  -0.4966
C (-14.62, 7.22, 0.86)  -0.5004
N (-14.03, 7.75, -0.38)  -0.4294
C (-12.85, 6.91, -0.72)  -0.8041
C (-11.67, 6.99, 0.29)  0.0311
O (-10.41, 6.31, -0.07)  -0.3948
C (-9.98, 5.61, 1.05)  -0.6741
H (-18.48, 6.45, 1.01)  0.3315
H (-18.21, 6.80, 2.81)  0.0545
H (-18.17, 5.15, 2.23)  0.0041
H (-16.61, 8.30, 0.85)  0.3972
H (-16.40, 6.88, -0.15)  0.4086
H (-14.27, 6.22, 1.10)  0.2345
H (-14.09, 7.87, 1.55)  0.1679
H (-14.69, 7.62, -1.13)  0.2857
H (-12.44, 7.13, -1.71)  0.4575
H (-13.05, 5.84, -0.83)  0.3632
H (-12.03, 6.78, 1.30)  0.0890
H (-11.50, 8.06, 0.16)  0.1828
H (-9.04, 5.07, 0.93)  0.2908
H (-10.60, 4.77, 1.34)  0.3070
H (-9.87, 6.29, 1.90)  0.2520
C (-16.35, 4.90, 8.39)  -1.3447
C (-15.35, 5.86, 8.93)  1.7647
C (-15.58, 6.28, 10.36)  -1.1645
O (-16.62, 7.34, 10.33)  -0.1291
C (-17.12, 7.81, 11.57)  -0.4768
N (-14.00, 5.42, 8.73)  -0.8347
H (-17.34, 5.30, 8.61)  0.2313
H (-16.11, 3.93, 8.82)  0.4237
H (-16.30, 4.98, 7.31)  0.2681
H (-15.42, 6.78, 8.35)  -0.4484
H (-14.72, 6.80, 10.78)  0.3641
H (-15.83, 5.43, 10.99)  0.3013
H (-17.82, 8.62, 11.36)  -0.1757
H (-16.23, 8.24, 12.04)  0.3678
H (-17.78, 7.11, 12.07)  0.3183
H (-13.34, 6.09, 9.10)  0.2796
H (-13.69, 4.67, 9.34)  0.2681
C (-22.99, 9.38, 3.97)  -0.8887
C (-21.50, 9.57, 3.38)  1.3844
C (-21.46, 9.50, 1.80)  -0.5507
O (-21.83, 8.18, 1.47)  -0.2398
C (-21.37, 7.81, 0.14)  -0.8574
N (-20.98, 10.81, 3.89)  -0.5427
H (-23.58, 10.28, 3.78)  0.4078
H (-22.99, 9.46, 5.06)  -0.3268
H (-23.52, 8.46, 3.71)  0.4240
H (-20.90, 8.70, 3.68)  -0.3462
H (-20.52, 9.91, 1.41)  0.1220
H (-22.12, 10.26, 1.39)  0.3830
H (-20.45, 8.27, -0.22)  0.2967
H (-22.21, 8.11, -0.49)  0.3389
H (-21.35, 6.73, 0.01)  0.2605
H (-21.12, 10.79, 4.89)  0.0077
H (-20.04, 11.07, 3.64)  0.2105
C (-24.18, 13.02, 14.61)  -0.6738
C (-23.63, 14.39, 15.12)  0.9511
C (-24.15, 15.64, 14.38)  -0.6242
O (-23.71, 16.90, 15.04)  -0.4602
C (-23.68, 18.10, 14.21)  -0.7345
N (-23.85, 14.44, 16.50)  -0.6904
H (-25.25, 12.95, 14.39)  0.0472
H (-23.93, 12.14, 15.21)  0.4624
H (-23.72, 12.81, 13.65)  -0.0291
H (-22.56, 14.46, 14.90)  -0.3991
H (-25.24, 15.63, 14.37)  0.2399
H (-23.90, 15.66, 13.32)  0.5085
H (-24.02, 17.94, 13.18)  0.2976
H (-22.68, 18.53, 14.29)  0.2582
H (-24.27, 18.93, 14.59)  0.2909
H (-24.71, 14.03, 16.84)  0.2787
H (-23.93, 15.41, 16.75)  0.2667
C (-20.36, 2.60, 6.94)  -1.0495
C (-19.97, 2.50, 5.44)  0.5834
C (-19.69, 3.84, 4.81)  -0.8523
O (-20.68, 4.75, 5.03)  0.0729
C (-21.90, 4.43, 4.28)  -0.9837
N (-18.68, 1.78, 5.36)  -0.6668
H (-21.36, 3.05, 6.95)  0.1837
H (-19.68, 3.29, 7.44)  0.1414
H (-20.41, 1.65, 7.47)  0.4328
H (-20.76, 2.03, 4.85)  0.2677
H (-19.45, 3.70, 3.75)  0.2009
H (-18.84, 4.40, 5.21)  0.3527
H (-21.78, 4.42, 3.20)  0.3115
H (-22.64, 5.16, 4.62)  0.1835
H (-22.38, 3.49, 4.56)  0.4199
H (-18.81, 0.84, 5.72)  0.2222
H (-18.23, 1.68, 4.46)  0.1976
C (-12.50, 10.30, 4.95)  -1.3523
C (-12.96, 8.87, 4.72)  -0.0347
C (-14.56, 8.75, 4.85)  0.4919
O (-15.06, 8.48, 6.16)  -0.4335
C (-16.47, 8.24, 6.13)  -0.5314
N (-12.42, 8.16, 3.60)  -0.4508
H (-11.44, 10.39, 4.75)  0.4500
H (-12.66, 10.47, 6.01)  0.3359
H (-13.03, 10.97, 4.27)  0.2410
H (-12.61, 8.27, 5.56)  0.3052
H (-14.78, 7.86, 4.26)  0.2129
H (-15.08, 9.56, 4.33)  -0.4476
H (-17.04, 8.95, 5.54)  0.4076
H (-16.76, 8.33, 7.18)  0.0614
H (-16.63, 7.24, 5.75)  0.3245
H (-12.62, 7.18, 3.77)  0.2852
H (-11.42, 8.27, 3.68)  0.2608